Record 1
Density functional theory data (the ωB97M-V functional and the def2-TZVPD basis) for C55H55AsCsF5O3P2S5 as an isolated structure.

Geometry (Å):
Cs  -0.301  -1.320  -1.282
C  -3.022  -1.447  2.189
C  -3.594  -0.111  2.652
S  -3.171  1.253  1.527
C  -2.571  2.541  2.654
C  -1.420  2.150  3.570
S  0.046  1.564  2.679
C  0.457  0.054  3.579
C  -0.564  -1.086  3.619
S  -1.230  -1.573  1.998
H  -3.372  -1.663  1.176
H  -3.383  -2.237  2.852
H  -3.239  0.153  3.649
H  -4.681  -0.191  2.709
H  -3.403  2.918  3.256
H  -2.265  3.349  1.985
H  -1.723  1.363  4.261
H  -1.154  3.020  4.176
H  0.771  0.303  4.596
H  1.338  -0.314  3.050
H  -1.404  -0.848  4.274
H  -0.042  -1.947  4.043
C  -1.912  6.426  -0.174
C  -3.115  5.742  -0.118
C  -3.203  4.433  -0.578
C  -2.086  3.791  -1.099
C  -0.876  4.487  -1.139
C  -0.787  5.794  -0.690
As  -2.057  1.877  -1.615
C  -3.920  1.789  -2.210
C  -5.032  1.503  -1.434
C  -6.284  1.412  -2.034
C  -6.422  1.596  -3.399
C  -5.310  1.872  -4.182
C  -4.056  1.968  -3.592
C  -2.796  2.203  -4.309
C  -2.662  2.381  -5.682
C  -1.403  2.568  -6.236
C  -0.275  2.569  -5.429
C  -0.407  2.385  -4.058
C  -1.657  2.213  -3.497
H  -1.845  7.446  0.186
H  -3.994  6.232  0.287
H  -4.151  3.910  -0.532
H  0.007  3.992  -1.532
H  0.158  6.323  -0.731
H  -4.917  1.327  -0.372
H  -7.152  1.173  -1.430
H  -7.397  1.504  -3.863
H  -5.426  1.990  -5.253
H  -3.534  2.365  -6.324
H  -1.300  2.698  -7.307
H  0.709  2.691  -5.865
H  0.470  2.347  -3.429
O  -3.481  -1.506  -0.987
C  -3.295  -1.377  -2.218
O  -2.472  -0.605  -2.770
C  -4.181  -2.182  -3.158
C  -4.126  -1.948  -4.527
C  -4.952  -2.647  -5.393
C  -5.839  -3.591  -4.894
C  -5.896  -3.831  -3.527
C  -5.072  -3.126  -2.663
H  -3.423  -1.206  -4.885
H  -4.903  -2.460  -6.460
H  -6.483  -4.144  -5.569
H  -6.585  -4.572  -3.140
H  -5.098  -3.286  -1.593
C  3.147  0.935  -4.148
C  3.110  1.963  -3.020
P  2.335  1.211  -1.500
C  2.426  2.616  -0.280
C  3.305  3.821  -0.605
C  3.691  0.102  -0.924
C  5.084  0.687  -0.719
H  3.603  1.358  -5.048
H  2.139  0.599  -4.399
H  3.712  0.045  -3.866
H  2.519  2.827  -3.335
H  4.108  2.350  -2.808
H  2.738  2.156  0.663
H  1.402  2.954  -0.107
H  4.346  3.535  -0.757
H  3.274  4.551  0.209
H  2.968  4.325  -1.513
H  3.704  -0.727  -1.636
H  3.321  -0.351  0.000
H  5.495  1.112  -1.637
H  5.783  -0.094  -0.400
H  5.091  1.463  0.050
F  2.689  -6.894  -5.231
C  2.533  -5.745  -4.531
C  1.320  -5.431  -3.933
F  0.284  -6.276  -4.060
C  1.180  -4.269  -3.212
F  -0.026  -3.993  -2.652
C  2.221  -3.306  -3.037
O  2.072  -2.232  -2.394
C  3.438  -3.688  -3.669
F  4.505  -2.863  -3.572
C  3.587  -4.856  -4.385
F  4.771  -5.147  -4.959
S  2.787  -3.753  4.573
P  3.347  -2.660  3.007
S  2.061  -2.324  1.534
C  4.897  -3.322  2.270
C  5.934  -3.744  3.098
C  7.129  -4.177  2.552
C  7.298  -4.199  1.171
C  6.265  -3.790  0.343
C  5.067  -3.351  0.891
C  4.005  -1.052  3.629
C  4.488  -0.115  2.717
C  4.986  1.101  3.149
C  4.998  1.401  4.506
C  4.518  0.475  5.419
C  4.028  -0.748  4.983
H  5.776  -3.741  4.171
H  7.934  -4.505  3.200
H  8.233  -4.542  0.743
H  6.387  -3.814  -0.733
H  4.247  -3.034  0.254
H  4.463  -0.355  1.662
H  5.360  1.819  2.429
H  5.380  2.357  4.848
H  4.523  0.708  6.478
H  3.648  -1.484  5.682

Properties
energy above the lowest of the compared OMol25 structures with the same formula, charge and spin: 64.7 kJ/mol
net charge: -2
Kohn-Sham gap: 6.1621 eV
F_max: 0.8 eV/Å
E_LUMO: 3.4 eV

Record 2
Density functional theory data (the ωB97M-V functional and the def2-TZVPD basis) for one molecule with the formula C16H9ClF4N4O3.

Geometry (Å):
O  2.438  0.163  2.010
C  2.488  0.291  0.807
N  1.481  -0.138  -0.017
C  0.400  -0.975  0.436
C  0.840  -2.468  0.368
F  1.730  -2.773  1.311
F  1.402  -2.750  -0.811
F  -0.205  -3.288  0.525
N  -0.111  -0.667  1.727
C  -1.433  -0.355  1.726
O  -2.119  -0.045  2.650
N  -1.870  -0.486  0.373
C  -3.212  -0.293  -0.040
C  -3.744  -1.104  -1.036
C  -5.051  -0.913  -1.443
C  -5.818  0.075  -0.851
F  -7.085  0.245  -1.253
C  -5.293  0.886  0.151
Cl  -6.257  2.110  0.879
C  -3.978  0.703  0.553
C  -0.849  -0.789  -0.468
O  -0.843  -0.868  -1.665
C  3.614  0.962  0.102
C  4.309  1.966  0.772
C  5.372  2.575  0.123
N  5.766  2.241  -1.093
C  5.119  1.275  -1.719
C  4.035  0.600  -1.175
H  1.549  -0.021  -1.019
H  0.518  -0.520  2.510
H  -3.143  -1.873  -1.491
H  -5.489  -1.525  -2.214
H  -3.570  1.322  1.333
H  4.014  2.249  1.769
H  5.939  3.364  0.599
H  5.488  1.027  -2.705
H  3.567  -0.203  -1.725

Properties
net charge: 0
Kohn-Sham gap: 9.1842 eV
F_max: 0.7 eV/Å
E_LUMO: -0.2 eV
SMILES: O=C(N[C@@]1(C(F)(F)F)NC(=O)N(c2ccc(F)c(Cl)c2)C1=O)c1ccncc1

Record 3
Density functional theory data (the ωB97M-V functional and the def2-TZVPD basis) for C7H10N2O4PmS as an isolated structure at a distorted geometry.

Geometry (Å):
Pm  -0.519  -2.220  -0.700
C  -0.675  -4.354  -1.233
O  -0.558  -5.522  -1.218
C  -1.973  -2.385  -2.944
O  -2.581  -2.551  -3.900
C  0.988  -1.768  -2.685
O  1.895  -1.586  -3.382
C  -3.018  -2.164  -0.149
O  -4.056  -2.150  0.387
H  -1.589  2.048  -1.790
H  -1.893  1.489  -2.245
C  -0.375  2.516  1.575
N  -0.122  1.066  1.965
C  0.821  0.287  1.374
S  0.749  -1.470  1.613
N  1.852  0.853  0.674
C  2.615  1.972  1.361
H  0.333  2.863  0.803
H  -0.277  3.134  2.474
H  -1.409  2.590  1.237
H  -0.958  0.513  2.265
H  2.404  0.152  0.100
H  3.601  1.617  1.682
H  2.737  2.678  0.542
H  2.010  2.392  2.193

Properties
energy above the lowest of the compared OMol25 structures with the same formula, charge and spin: 118.6 kJ/mol
net charge: +3
Kohn-Sham gap (spin up / spin down): 5.5180 / 5.7521 eV
F_max: 12.5 eV/Å
multiplicity: 5
expectation value of S²: 6.013
E_LUMO (spin up / spin down): -14.4 / -14.2 eV

Number 1: E_tot -211804.2542 eV. Number 2: E_tot -52235.6748 eV. Number 3: E_tot -45946.7188 eV.